Computed, not measured: a molecular structure, C24H24Cl2N5O3SSn, with the ωB97M-V functional and the def2-TZVPD basis.

Geometry as XYZ:
```
60
Properties=species:S:1:pos:R:3:forces:R:3:mulliken_charge:R:1
Sn 1.3530 0.5438 0.7113 0.47 -0.36 -0.03 0.898
C 4.5341 -0.2456 -0.5736 -0.14 -0.01 -0.07 -0.820
N 3.7216 -0.7999 0.5299 0.11 0.02 -0.02 -0.202
C 3.5473 -2.2536 0.4973 -0.10 0.06 -0.04 -1.340
C 2.2749 -2.6299 -0.1966 -0.04 -0.04 0.10 0.420
N 1.1755 -1.8574 -0.1792 -0.13 0.27 -0.22 0.242
C 0.2074 -2.5788 -0.7700 0.04 0.03 0.29 -0.213
C -1.2122 -2.2393 -0.9791 -0.08 0.26 0.02 0.846
C -2.0515 -3.3982 -1.3856 -0.02 0.13 0.21 -0.795
C -1.5124 -4.5754 -1.7796 0.03 -0.18 -0.14 -0.787
C -0.1162 -4.8151 -1.6644 -0.03 -0.01 0.04 -0.482
C 0.6998 -3.8210 -1.1584 0.06 -0.09 -0.14 0.397
N 2.0412 -3.8008 -0.7863 -0.09 -0.13 -0.04 -0.062
C 3.7923 0.8279 -1.3105 0.26 0.09 -0.11 0.217
N 2.5057 1.0928 -1.1684 -0.57 -0.04 0.34 0.086
C 2.2107 2.1467 -2.0515 -0.02 -0.02 -0.05 0.581
C 1.0096 2.7966 -2.3181 -0.08 -0.09 0.08 -0.570
C 1.0385 3.7993 -3.2632 -0.01 0.05 -0.04 -0.792
C 2.2272 4.1510 -3.9248 -0.01 0.03 -0.02 -0.507
C 3.4188 3.5053 -3.6709 0.12 0.00 -0.05 -1.044
C 3.3781 2.4923 -2.7221 0.04 -0.10 0.08 0.656
N 4.3573 1.6282 -2.2219 -0.08 0.06 -0.03 -0.068
H 4.7985 -1.0353 -1.2819 0.01 0.00 0.01 0.363
H 5.4728 0.1587 -0.1955 0.05 0.00 0.04 0.519
H 4.1682 -0.5651 1.4089 -0.01 0.03 0.02 0.313
H 3.4593 -2.6157 1.5250 0.00 -0.05 0.02 0.459
H 4.3908 -2.7829 0.0485 0.06 0.01 -0.01 0.447
H -1.2578 -1.6225 -1.9104 0.10 -0.10 -0.10 0.379
H -3.1226 -3.2287 -1.4062 0.03 0.01 -0.05 0.544
H -2.1521 -5.3688 -2.1423 0.04 -0.01 0.01 0.480
H 0.2813 -5.7917 -1.9268 -0.03 0.04 0.01 0.477
H 2.6990 -4.5637 -0.8892 0.05 0.04 -0.01 0.268
H 0.0908 2.5121 -1.8190 0.00 0.06 -0.02 0.333
H 0.1256 4.3253 -3.5104 0.04 0.00 0.02 0.452
H 2.2091 4.9462 -4.6580 -0.03 -0.01 0.02 0.421
H 4.3306 3.7750 -4.1880 -0.03 -0.01 0.01 0.429
H 5.3284 1.6226 -2.4973 0.02 -0.03 0.01 0.254
Cl 1.0189 3.0103 2.6732 0.00 0.15 0.20 -0.096
C 1.3804 2.3377 4.2880 0.00 -0.05 -0.02 -0.323
Cl 1.4742 0.5626 4.2922 -0.01 0.12 -0.10 -0.124
H 0.5824 2.6347 4.9531 -0.09 0.03 0.03 0.328
H 2.3329 2.7337 4.6096 0.08 0.02 -0.01 0.340
C -6.3496 0.8245 3.8553 0.02 0.15 -0.05 -1.408
C -5.2661 0.7302 2.8238 0.00 -0.01 0.07 0.758
C -3.9279 0.5560 3.2061 -0.05 0.00 0.05 -0.897
C -2.9325 0.4034 2.2665 -0.06 0.06 -0.11 -0.520
C -3.2968 0.4355 0.9171 0.05 -0.07 0.01 0.455
C -4.6091 0.6534 0.4970 0.08 -0.04 -0.08 -0.548
C -5.5784 0.8145 1.4640 -0.09 0.03 0.03 -0.749
S -2.1159 0.0811 -0.2665 0.10 0.05 -0.08 1.350
O -2.5712 0.1057 -1.6157 -0.05 0.02 0.09 -0.681
O -1.7553 -1.4783 0.0900 -0.04 -0.09 -0.15 -0.337
O -0.8612 0.7908 0.0068 0.03 -0.08 -0.09 -0.192
H -5.9938 0.5368 4.8416 0.00 -0.01 0.00 0.377
H -7.1964 0.1941 3.5854 0.02 -0.02 -0.01 0.389
H -6.7255 1.8494 3.9155 0.03 -0.02 -0.01 0.339
H -3.6794 0.5358 4.2599 0.00 -0.05 -0.03 0.384
H -1.9004 0.2539 2.5618 -0.05 0.01 0.03 0.397
H -4.8504 0.6977 -0.5582 -0.01 -0.02 0.07 0.499
H -6.6013 1.0021 1.1617 0.01 -0.05 0.01 0.460
```
Forces are in eV/Å.

LUMO in Ha: -0.4040
Energy relative to the best compared isomer or geometry (same formula, charge and spin) in eV: 0.000
Charge: +3
E_HOMO in eV: -16.44
Orbital gap in eV: 5.4



Computed, not measured: a molecular structure, C2H7N5O in a non-equilibrium geometry, with the ωB97M-V functional and the def2-TZVPD basis.

Geometry as XYZ:
```
15
Properties=species:S:1:pos:R:3:forces:R:3:mulliken_charge:R:1
N 0.5837 -0.4781 0.5820 -0.74 0.39 0.38 -0.108
N 0.9743 0.9216 0.9713 0.26 0.43 -0.65 -0.716
C 0.3296 0.6624 -0.2949 1.63 -1.40 1.23 1.011
N 1.6197 -1.3388 0.3092 0.83 -0.30 -0.68 -0.661
N 1.1528 0.8020 -1.4444 -0.35 0.30 0.10 -0.554
C -2.6145 -0.7024 0.4400 -0.19 0.43 -1.18 -0.222
N -1.7304 0.0842 0.8386 0.26 2.45 -1.14 -0.239
O -0.9835 0.8970 -0.4731 -2.02 -1.93 1.54 -0.412
H 0.2722 1.2286 1.6441 -0.05 -0.19 -0.11 0.333
H 2.1968 -1.4603 1.1352 -0.14 0.09 -0.08 0.265
H 2.1879 -0.9916 -0.4675 0.08 0.13 0.23 0.260
H 1.5227 1.7423 -1.5073 0.03 -0.07 -0.01 0.271
H 0.6252 0.5834 -2.2802 -0.01 0.05 -0.02 0.229
H -3.4534 -0.8460 1.1158 0.45 -0.64 0.47 0.281
H -2.6832 -1.1041 -0.5688 -0.05 0.27 -0.07 0.260
```
Forces are in eV/Å.

LUMO in Ha: 0.0069
Energy relative to the best compared isomer or geometry (same formula, charge and spin) in eV: 5.279
Charge: 0
E_HOMO in eV: -8.54
Orbital gap in eV: 8.7